DFT (wB97M-V/def2-TZVPD) results for a molecular structure, C48H41CaN15O2S3 in a non-equilibrium geometry.

The calculation puts the LUMO energy at 3.86 eV. The total energy comes out at -4697.5373 Eh. As for the HOMO-LUMO gap: 3.51 eV. As for the total charge: -2.

XYZ file:
```
110
Properties=species:S:1:pos:R:3:lowdin_charge:R:1
Ca 2.16545 -0.15559 0.52414 1.1800
N 5.20678 0.88701 -1.27695 0.1068
C 4.97238 1.47725 -0.01090 -0.5012
N 5.28329 2.74464 0.27508 -0.0027
N 4.74166 2.97017 1.48286 -0.1167
N 4.19065 1.87891 1.92713 -0.1098
N 4.34101 0.89705 1.00098 -0.0913
C 4.30775 0.11555 -2.04805 -0.5013
N 4.31016 0.04222 -3.38110 -0.0105
N 3.25441 -0.74942 -3.69997 -0.1298
N 2.66673 -1.15289 -2.62635 -0.1093
N 3.31481 -0.61559 -1.54341 -0.1282
H 5.72779 1.52320 -1.86574 0.1095
N 1.11715 1.90702 0.44239 -0.4183
S -0.11562 2.55340 0.01900 0.7064
N -1.63669 2.05629 0.30310 -0.3656
S -2.20660 0.83123 -0.56374 0.8146
N -1.28011 -0.35330 -1.07443 -0.3590
S -0.86663 -1.52160 -0.00782 0.7146
N 0.39394 -1.59999 0.74578 -0.4358
C -0.97035 -2.90910 -1.14032 -0.3051
C -0.35551 -4.06312 -0.67011 -0.0772
C -0.45653 -5.22086 -1.40449 -0.0813
C -1.13782 -5.18897 -2.62507 -0.0904
C -1.69514 -4.00813 -3.11367 -0.0723
C -1.59232 -2.83875 -2.36692 -0.0636
C -2.12676 -1.76247 1.18595 -0.3493
C -2.02698 -1.02929 2.36761 -0.1110
C -2.93192 -1.25818 3.36484 -0.0861
C -3.88072 -2.29515 3.20887 -0.1042
C -3.93777 -3.03212 2.05985 -0.1026
C -3.05318 -2.78413 1.02027 -0.0844
C -2.50506 1.70318 -2.14597 -0.2923
C -2.40513 1.13732 -3.42465 -0.0864
C -3.03207 1.72147 -4.50588 -0.1048
C -3.72581 2.91450 -4.34244 -0.1203
C -3.87283 3.48476 -3.06892 -0.1075
C -3.31598 2.85692 -1.98592 -0.1040
C -3.57925 0.24346 0.15610 -0.4306
C -4.32338 -0.72611 -0.61539 -0.1350
C -5.60583 -1.06294 -0.26469 -0.1493
C -6.22275 -0.40998 0.81977 -0.1772
C -5.56703 0.63391 1.48856 -0.1615
C -4.28900 0.98281 1.15365 -0.1359
C 0.03792 2.92887 -1.73143 -0.2932
C 0.71013 1.97849 -2.50045 -0.0800
C 0.84895 2.18796 -3.85612 -0.0641
C 0.35998 3.36128 -4.44166 -0.0835
C -0.32438 4.28629 -3.67429 -0.0904
C -0.48061 4.06855 -2.31998 -0.0830
C -0.23380 4.13234 0.79816 -0.3074
C 0.97368 4.57089 1.31975 -0.0590
C 1.01656 5.75385 2.03305 -0.0737
C -0.14753 6.49604 2.18350 -0.0999
C -1.35158 6.04131 1.65465 -0.0947
C -1.40850 4.84689 0.97236 -0.0781
H 0.18506 -4.01293 0.27217 0.0948
H -0.02297 -6.14737 -1.04569 0.0970
H -1.22267 -6.08512 -3.20738 0.0862
H -2.20033 -3.98613 -4.07260 0.0992
H -2.03837 -1.90632 -2.71259 0.0882
H -1.28420 -0.23904 2.45505 0.0989
H -2.91709 -0.65776 4.28787 0.1033
H -4.59305 -2.47114 3.99546 0.0848
H -4.69850 -3.79063 1.92828 0.1005
H -3.10129 -3.33954 0.09954 0.1037
H -1.82046 0.23837 -3.56352 0.0918
H -2.94660 1.29433 -5.48512 0.0904
H -4.18041 3.42245 -5.18011 0.0794
H -4.45668 4.38915 -2.95804 0.0928
H -3.52555 3.21602 -0.98651 0.0926
H -3.86556 -1.22306 -1.45967 0.0809
H -6.13380 -1.81573 -0.82794 0.0881
H -7.24414 -0.67123 1.08818 0.0554
H -6.08703 1.18755 2.27546 0.0894
H -3.74133 1.75904 1.68646 0.0852
H 1.10435 1.06171 -2.08335 0.0748
H 1.31842 1.40976 -4.43531 0.0958
H 0.48029 3.52819 -5.50643 0.0951
H -0.78133 5.14988 -4.13588 0.0993
H -1.06685 4.75426 -1.72342 0.1043
H 1.84999 3.96522 1.16941 0.0866
H 1.94650 6.12097 2.45593 0.1050
H -0.13544 7.45998 2.69482 0.0955
H -2.26524 6.61880 1.79060 0.0996
H -2.32309 4.44763 0.56987 0.0923
N 1.62087 0.31520 2.94510 -0.0568
C 2.44514 0.31972 4.16330 -0.2390
C 2.87830 -1.10860 4.51963 -0.0864
C 3.84035 -1.74239 3.58128 -0.4559
O 5.01773 -1.85130 3.74693 0.1381
O 3.19229 -2.33166 2.52159 0.0295
H 1.30202 1.24738 2.70539 0.0464
H 0.84826 -0.33633 2.95367 0.0403
H 1.93562 0.71783 5.02733 0.0981
H 3.32421 0.93582 3.96583 0.0872
H 2.00089 -1.75179 4.64444 0.1300
H 3.44096 -1.09503 5.45232 0.1222
N 6.36508 -7.63083 -0.08211 0.1336
C 5.78991 -6.67018 0.20088 -0.1934
C 5.09466 -5.50971 0.65565 -0.2388
C 3.78471 -5.63038 1.12327 -0.0294
C 3.16208 -4.56913 1.70136 0.0189
C 3.83661 -3.34934 1.82809 -0.2109
C 5.10250 -3.20212 1.29966 0.0175
C 5.72723 -4.27576 0.71630 -0.0082
H 3.32933 -6.59329 1.02087 0.1129
H 2.15882 -4.61813 2.09523 0.1246
H 5.57275 -2.22525 1.33492 0.1313
H 6.71705 -4.19942 0.28299 0.1244
```

DFT (wB97M-V/def2-TZVPD) results for a molecular structure, C48H41F6InN8O.

The calculation puts the LUMO energy at 3.07 eV. The total energy comes out at -3156.4835 Eh. As for the HOMO-LUMO gap: 4.28 eV. As for the total charge: -2.

XYZ file:
```
105
Properties=species:S:1:pos:R:3:lowdin_charge:R:1
In 0.74392 -0.44932 -0.82620 0.8685
N 8.25045 2.98616 5.57938 0.1335
C 7.41567 2.63067 4.87170 -0.1943
C 6.36877 2.18283 3.98987 -0.2421
C 5.13399 2.82728 4.00009 -0.0208
C 4.12920 2.38402 3.15780 -0.0055
C 4.34790 1.30304 2.30786 -0.1822
C 5.58796 0.67074 2.30006 0.0001
C 6.60000 1.10455 3.13787 -0.0198
C 3.26113 0.82449 1.40361 -0.0596
C 2.19338 0.19765 2.01445 -0.2599
C 2.01629 -0.06458 3.40969 -0.0163
C 0.81150 -0.69377 3.55189 -0.0421
C 0.26067 -0.82039 2.24488 -0.1132
N 1.07856 -0.30355 1.34529 0.0117
C 3.45489 1.10461 0.04046 -0.2519
C 4.47918 1.91601 -0.50166 -0.0273
C 4.22361 2.04684 -1.84993 -0.0608
C 3.05580 1.30724 -2.09592 -0.1275
N 2.59441 0.73919 -0.98609 0.0151
H 4.96680 3.66567 4.66259 0.1164
H 3.16429 2.87302 3.15096 0.1293
H 5.75079 -0.16319 1.63068 0.1314
H 7.56360 0.61401 3.13544 0.1163
H 2.71585 0.19578 4.18813 0.1050
H 0.34408 -1.03328 4.46148 0.0939
H -0.71135 -1.22020 1.92468 0.0801
H 5.28297 2.36808 0.05692 0.1044
H 4.78230 2.60571 -2.58128 0.0910
H 2.54264 1.18862 -3.03482 0.0961
C -2.65478 3.28989 1.81301 -0.0652
C -3.39160 1.99230 1.59161 -0.3123
C -4.78248 2.00263 1.41923 -0.0784
C -5.42595 0.79608 1.16866 -0.3182
C -6.92478 0.75950 0.99782 -0.0762
C -4.71558 -0.39076 1.08045 -0.0263
C -3.29276 -0.45032 1.21159 -0.3024
C -2.69009 0.81629 1.49594 -0.0209
N -2.47334 -1.49892 1.07594 0.0323
C -3.00087 -2.85037 1.04330 -0.6333
C -3.78465 -3.17621 -0.24629 -0.0548
C -1.76922 -3.76636 1.04126 -0.0801
C -3.81622 -3.22793 2.29662 -0.0617
H -3.29899 4.02745 2.29868 0.0624
H -2.31155 3.71992 0.86680 0.0642
H -1.76927 3.14687 2.43384 0.0679
H -5.34034 2.93175 1.47603 0.0887
H -7.31123 1.73186 0.68496 0.0612
H -7.42804 0.48993 1.93134 0.0663
H -7.21449 0.02269 0.24644 0.0652
H -5.28097 -1.28171 0.84564 0.0790
H -1.61106 0.84183 1.59857 0.0836
H -3.08734 -3.25297 -1.08332 0.0656
H -4.50378 -2.40230 -0.50841 0.0506
H -4.31149 -4.13251 -0.15801 0.0709
H -1.08878 -3.45074 0.25145 0.0502
H -2.05156 -4.81310 0.88058 0.0786
H -1.23554 -3.69965 1.99324 0.0743
H -4.08135 -4.28938 2.26983 0.0661
H -4.73226 -2.65220 2.41295 0.0561
H -3.20103 -3.05145 3.18231 0.0732
N 0.82950 -0.60950 -3.24422 0.1800
C 1.20205 -0.52848 -4.33733 -0.1679
C 1.65779 -0.43298 -5.64981 -0.2866
C 1.44082 0.75617 -6.37721 -0.2703
N 1.26780 1.72700 -6.98010 0.0953
C 2.34273 -1.51110 -6.24728 -0.2673
N 2.90552 -2.38363 -6.75474 0.0979
C 1.09861 -4.82642 -0.99534 0.0233
C 1.74910 -3.44488 -0.84413 -0.4498
O 0.78656 -2.47885 -0.95214 -0.1859
C 2.44890 -3.40481 0.53465 -0.5425
F 1.54628 -3.45027 1.52211 0.1584
F 3.18401 -2.29009 0.70800 0.1497
F 3.28665 -4.44985 0.72802 0.1346
C 2.80965 -3.28762 -1.95895 -0.5576
F 3.82425 -4.17702 -1.84461 0.1363
F 2.25881 -3.48457 -3.16169 0.1566
F 3.36688 -2.06767 -1.95599 0.1435
H 0.43277 -4.99371 -0.15171 0.0778
H 1.83113 -5.63129 -1.05055 0.0923
H 0.50039 -4.80620 -1.90344 0.1024
C 0.94165 4.76986 -1.45975 -0.1196
C 1.04742 4.02553 -0.29291 -0.0973
C 0.42896 2.79088 -0.18674 -0.0596
C -0.28283 2.24546 -1.25984 -0.3218
C -0.38760 3.00511 -2.42997 -0.0298
C 0.21228 4.24857 -2.52226 -0.0947
N -0.77015 0.93848 -1.16884 -0.0325
C -2.00953 0.63583 -1.72450 -0.3000
C -2.29134 -0.64131 -2.20531 -0.0519
C -3.55086 -0.95343 -2.69129 -0.1149
C -4.56506 -0.00689 -2.71060 -0.1189
C -4.29733 1.26505 -2.21806 -0.0972
C -3.04360 1.58230 -1.73165 -0.0393
H 1.42325 5.73555 -1.54389 0.0848
H 1.61064 4.41187 0.54944 0.0947
H 0.49946 2.22038 0.73210 0.0977
H -0.92919 2.59646 -3.27468 0.1205
H 0.13164 4.80231 -3.45022 0.0958
H -1.52993 -1.41431 -2.19095 0.0833
H -3.73813 -1.96129 -3.04298 0.0955
H -5.55022 -0.26231 -3.08164 0.0846
H -5.08261 2.01108 -2.17596 0.0959
H -2.86503 2.56059 -1.30500 0.1088
```